[1]
{
  "formula": "C6H6O",
  "method": "wB97M-V/def2-TZVPD",
  "e_homo_ha": [-0.2935, -0.2912],
  "energy_ev": -8358.4399,
  "lumo_ev": [-1.0, -1.0],
  "gap_ev": [7.0, 7.0],
  "symbols": ["O", "C", "C", "C", "C", "C", "C", "H", "H", "H", "H", "H", "H"],
  "coordinates": [[2.3279, -0.1298, 0.2462], [0.0414, -0.5906, -0.3324], [-0.6811, 1.5896, -0.0445], [0.6963, 1.7207, -0.1462], [1.2369, 0.3969, -0.1604], [3.5375, 0.1340, -0.0820], [-1.1633, 0.1870, 0.1760], [-1.5022, 0.1334, 1.2346], [4.2084, -0.2254, 0.6403], [-1.9262, -0.1507, -0.4257], [0.3325, -1.4313, 0.1937], [-1.2884, 2.5176, 0.0288], [-0.1839, -0.9225, -1.3743]],
  "forces_ev_per_a": [[1.411, -0.840, 1.889], [1.182, 0.901, -0.994], [1.470, 1.239, 0.192], [1.084, -1.144, 0.349], [-6.413, 1.521, -1.457], [0.550, 1.964, -2.805], [1.335, 0.870, 1.393], [0.577, -0.732, -0.443], [0.558, -1.190, 1.761], [-2.470, 0.056, -1.211], [0.203, -2.021, 1.210], [0.033, -0.980, -0.488], [0.479, 0.354, 0.606]]
}

[2]
{
  "formula": "C6H6O",
  "method": "wB97M-V/def2-TZVPD",
  "e_homo_ha": -0.3333,
  "energy_ev": -8362.6004,
  "lumo_ev": 1.1,
  "smiles": "C#C[C@@H]1O[C@H]1C=C",
  "gap_ev": 10.1,
  "symbols": ["O", "C", "C", "C", "C", "C", "C", "H", "H", "H", "H", "H", "H"],
  "coordinates": [[-0.2270, 1.2474, -0.2921], [0.2232, -0.0383, -0.6181], [2.4873, 0.3495, 0.2614], [1.5727, -0.4666, -0.2391], [-2.2338, -0.0360, 0.2141], [-3.3461, -0.3864, -0.0647], [-0.8854, 0.2984, 0.5132], [1.7768, -1.5140, -0.4176], [-0.5633, 0.2381, 1.5479], [3.4744, 0.0040, 0.5101], [2.2643, 1.3930, 0.4124], [-4.3383, -0.6222, -0.3090], [-0.2048, -0.4669, -1.5185]],
  "forces_ev_per_a": [[0.165, 0.848, -0.260], [-1.978, -0.043, 1.982], [-0.066, -0.034, -0.056], [0.058, 0.176, -0.006], [-0.599, -0.074, -0.171], [0.521, 0.325, 0.160], [2.158, -1.168, -1.493], [0.106, -0.076, -0.008], [0.083, 0.091, -0.111], [0.183, -0.097, 0.089], [-0.036, 0.172, 0.036], [-0.554, -0.212, -0.118], [-0.039, 0.092, -0.042]]
}

[3]
{
  "formula": "C6H6O",
  "method": "wB97M-V/def2-TZVPD",
  "e_homo_ha": -0.3134,
  "energy_ev": -8362.5410,
  "lumo_ev": -0.2,
  "smiles": "C/C=C/c1cc1=O",
  "gap_ev": 8.4,
  "symbols": ["O", "C", "C", "C", "C", "C", "C", "H", "H", "H", "H", "H", "H"],
  "coordinates": [[2.9906, 1.2528, -0.2921], [2.5048, 0.2252, 0.0468], [-2.2468, 0.6689, -0.2007], [1.2884, -0.6625, 0.0585], [-0.0676, -0.6965, -0.1375], [2.5562, -1.0740, 0.4478], [-0.8064, 0.5181, 0.0639], [2.9078, -2.0095, 0.8436], [-0.5293, 1.3344, 0.7126], [-2.4430, 1.6851, -0.5018], [-2.9060, 0.2111, 0.6626], [-2.5431, 0.0226, -1.0484], [-0.7056, -1.4755, -0.6552]],
  "forces_ev_per_a": [[0.593, 1.422, 0.022], [-1.595, -0.422, -0.854], [-1.561, -2.601, 0.010], [4.948, 0.866, 1.219], [-5.183, 3.418, -1.042], [-2.538, -2.154, 0.201], [1.080, -3.393, 0.608], [0.797, 0.011, 0.071], [1.398, 0.128, -0.238], [-0.536, 0.356, 0.443], [1.166, 1.569, -1.308], [0.107, 0.277, 0.151], [1.324, 0.523, 0.718]]
}

[4]
{
  "formula": "C6H6O",
  "method": "wB97M-V/def2-TZVPD",
  "e_homo_ha": -0.3300,
  "energy_ev": -8361.5040,
  "lumo_ev": 0.6,
  "smiles": "C#CC1=CCOC1",
  "gap_ev": 9.6,
  "symbols": ["O", "C", "C", "C", "C", "C", "C", "H", "H", "H", "H", "H", "H"],
  "coordinates": [[0.3739, -0.7572, -1.0536], [0.6874, -1.5826, 0.0378], [-0.8493, 1.5258, 0.8097], [0.1670, -0.8943, 1.2995], [0.4681, 0.5302, -0.5795], [-1.3624, 2.5087, 0.3160], [-0.1835, 0.3290, 0.9183], [1.4856, 0.8770, -0.3254], [-1.4897, 2.9814, -0.6347], [0.1976, -2.5370, -0.1551], [0.2311, -1.4124, 2.2604], [1.7742, -1.7039, 0.0928], [0.0811, 1.2104, -1.3618]],
  "forces_ev_per_a": [[0.542, -0.604, -0.393], [0.350, -0.538, 0.134], [-1.184, 1.331, 1.453], [-0.040, 0.340, -0.430], [0.280, -0.582, 0.198], [0.068, -0.146, 0.020], [0.832, 0.266, -2.042], [0.142, -0.263, -0.240], [-0.391, 0.569, 0.362], [0.189, -0.147, 0.254], [-0.593, 0.429, -0.331], [0.131, -0.254, 0.061], [-0.326, -0.401, 0.952]]
}

[5]
{
  "formula": "C6H6O",
  "method": "wB97M-V/def2-TZVPD",
  "e_homo_ha": -0.3716,
  "energy_ev": -8362.2429,
  "lumo_ev": 0.8,
  "smiles": "C#CC[C@H](O)C#C",
  "gap_ev": 10.9,
  "symbols": ["O", "C", "C", "C", "C", "C", "C", "H", "H", "H", "H", "H", "H"],
  "coordinates": [[-1.3162, -1.1261, -0.0112], [0.7846, -0.1395, 0.8011], [-1.0029, 1.2194, -0.3641], [1.5067, -0.8450, -0.2528], [-1.6136, 2.2426, -0.5136], [-0.6980, 0.0379, 0.4599], [2.0640, -1.4812, -1.1089], [-1.2235, 0.2868, 1.3834], [-0.9008, -1.3550, -0.8539], [1.2269, 0.8439, 0.9897], [2.5964, -2.0367, -1.8474], [0.8519, -0.7112, 1.7319], [-2.2754, 3.0641, -0.4140]],
  "forces_ev_per_a": [[0.132, -0.266, -0.219], [0.077, -0.035, 0.081], [-0.555, 0.506, 0.399], [0.327, -0.289, -0.370], [0.062, -0.193, 0.066], [-0.001, 0.029, 0.220], [-0.163, 0.265, 0.292], [0.124, -0.230, 0.135], [-0.013, -0.110, 0.067], [-0.013, -0.123, -0.056], [-0.098, 0.079, 0.059], [0.035, -0.025, -0.135], [0.085, 0.391, -0.539]]
}

[6]
{
  "formula": "C6H6O",
  "method": "wB97M-V/def2-TZVPD",
  "e_homo_ha": -0.3337,
  "energy_ev": -8359.6292,
  "lumo_ev": 0.8,
  "gap_ev": 9.9,
  "symbols": ["O", "C", "C", "C", "C", "C", "C", "H", "H", "H", "H", "H", "H"],
  "coordinates": [[0.6268, 1.3922, 1.0765], [-0.4382, 1.3250, 0.1046], [1.0186, 0.0570, 0.8294], [0.0174, -0.0773, -0.3804], [-0.9655, -1.1478, -0.4254], [1.3015, -0.2507, -1.0477], [-1.8252, -1.9904, -0.4768], [1.7106, 0.7603, -1.2416], [-1.4172, 1.3201, 0.5980], [0.8415, -0.6689, 1.6242], [-2.5735, -2.7526, -0.5348], [-0.3810, 2.1321, -0.6352], [2.0842, -0.0988, 0.5093]],
  "forces_ev_per_a": [[0.037, -0.033, -0.058], [-0.171, 0.107, -0.186], [0.282, -0.295, 0.146], [-0.067, -0.123, -0.188], [-0.364, -0.334, 0.039], [-0.378, 0.254, -0.073], [0.375, 0.344, 0.018], [-0.026, -0.158, 0.118], [0.198, -0.025, -0.088], [-0.075, 0.073, -0.081], [0.181, 0.187, 0.021], [0.013, -0.172, 0.141], [-0.005, 0.175, 0.191]]
}